Entry 1:
Density functional theory data (wB97M-V/def2-TZVPD) for a structure of composition C10H7AuF2N6O4S.

Spin multiplicity: 3
Molar mass, g/mol: 542.23
E_LUMO (alpha / beta), Eh: -0.0460 / -0.0955
Gap between HOMO and LUMO (alpha / beta), eV: 7.735 / 6.736

Atoms and positions in Å:
Au  0.22  -1.94  1.10
O  0.64  -2.40  -0.93
N  0.60  -3.71  -0.98
O  0.81  -4.26  -2.02
O  0.34  -4.29  0.09
F  -1.38  -1.51  3.40
C  -0.05  -1.64  3.09
F  0.55  -0.48  3.49
H  0.35  -2.45  3.71
N  -3.13  4.43  0.42
C  -2.32  3.88  -0.51
S  -1.98  4.59  -1.94
C  -1.76  2.54  -0.13
C  -2.48  1.65  0.65
C  -1.91  0.43  0.97
N  -0.69  0.08  0.56
C  0.00  0.93  -0.20
C  -0.50  2.17  -0.57
H  -3.52  5.33  0.23
H  -3.19  4.06  1.35
H  -3.48  1.85  0.98
H  -2.44  -0.30  1.58
H  0.98  0.61  -0.53
H  0.08  2.83  -1.20
O  3.38  -1.02  0.38
N  3.26  -0.86  -0.80
C  3.43  -1.64  -1.81
C  3.15  -1.12  -3.12
N  2.94  -0.70  -4.16
C  3.86  -2.99  -1.62
N  4.22  -4.08  -1.48

Löwdin atomic charge list, values in e, 5 entries: number 1, Au, carries 1.10; number 2, O, carries -0.23; number 3, N, carries -0.57; number 4, O, carries 0.08; number 5, O, carries -0.05

---

Entry 2:
Density functional theory data (wB97M-V/def2-TZVPD) for a structure of composition C10H7Br3O2 in a non-equilibrium geometry.

Spin multiplicity: 1
Molar mass, g/mol: 398.88
E_LUMO (alpha / beta), Eh: -0.0598 / -0.0700
Relative energy (zero: lowest compared OMol25 entry of this formula, charge and spin), kJ/mol: 100.97
Gap between HOMO and LUMO (alpha / beta), eV: 7.044 / 6.504

Atoms and positions in Å:
C  -3.61  2.83  -2.28
C  -3.73  1.61  -2.14
C  3.53  -1.24  0.62
C  2.67  -2.08  1.35
C  3.03  -0.17  -0.03
C  1.33  -1.78  1.58
C  1.71  0.19  0.13
C  0.88  -0.64  0.88
C  -1.11  0.17  -0.10
C  -2.41  0.77  0.28
O  -3.49  0.49  -1.78
O  -0.52  -0.31  1.06
Br  -1.52  -1.39  -1.28
Br  -2.61  2.61  0.44
Br  -3.59  -0.31  1.23
H  -3.62  3.85  -2.55
H  4.58  -1.22  0.68
H  3.25  -2.98  1.68
H  3.66  0.42  -0.61
H  0.59  -2.48  1.98
H  1.31  0.92  -0.53
H  -0.36  0.73  -0.61

Löwdin atomic charge list, values in e, 5 entries: number 1, C, carries 0.03; number 2, C, carries -0.48; number 3, C, carries -0.10; number 4, C, carries -0.07; number 5, C, carries -0.09

---

Entry 3:
Density functional theory data (wB97M-V/def2-TZVPD) for an isolated molecule of C10H7BrN2 in a non-equilibrium geometry.

Spin multiplicity: 3
Molar mass, g/mol: 235.08
E_LUMO (alpha / beta), Eh: -0.0007 / -0.1349
Gap between HOMO and LUMO (alpha / beta), eV: 5.383 / 6.168

Atoms and positions in Å:
C  -1.89  0.69  -1.10
C  -2.56  -1.52  -0.72
C  2.80  0.63  -0.33
C  2.34  -0.62  -0.56
C  1.95  1.55  0.26
C  1.06  -1.01  -0.13
C  0.68  1.17  0.67
C  0.24  -0.13  0.49
C  -1.04  -0.46  1.08
C  -2.44  -0.20  -0.16
N  -1.42  1.37  -1.85
N  -2.71  -2.51  -1.23
Br  -4.00  0.45  0.76
H  3.66  1.01  -0.67
H  2.83  -1.46  -1.06
H  2.30  2.48  0.37
H  0.78  -2.01  -0.27
H  0.03  1.98  1.24
H  -1.25  -1.51  1.33
H  -1.35  0.08  1.88

Löwdin atomic charge list, values in e, 5 entries: number 1, C, carries -0.33; number 2, C, carries -0.31; number 3, C, carries -0.07; number 4, C, carries -0.05; number 5, C, carries -0.03

---

Entry 4:
Density functional theory data (wB97M-V/def2-TZVPD) for an isolated molecule of C10H8Br2O2 in a non-equilibrium geometry.

Spin multiplicity: 1
Molar mass, g/mol: 319.98
E_LUMO (alpha / beta), Eh: -0.0171 / -0.0173
Relative energy (zero: lowest compared OMol25 entry of this formula, charge and spin), kJ/mol: 77.81
Gap between HOMO and LUMO (alpha / beta), eV: 7.197 / 7.191

Atoms and positions in Å:
C  1.20  -1.10  -0.11
C  1.59  -1.88  -0.97
C  -1.53  2.19  0.99
C  -0.36  2.01  1.56
C  -2.16  0.39  -0.45
C  -1.62  -0.64  0.15
C  -1.46  1.76  -0.45
C  0.59  1.39  0.52
C  0.70  -0.10  0.85
C  2.46  -2.46  -1.96
O  -0.06  1.53  -0.70
O  0.60  -0.52  2.12
Br  -3.98  0.45  -1.11
Br  -2.06  -2.40  0.18
H  -2.35  2.48  1.61
H  0.03  2.08  2.62
H  -1.97  2.55  -1.02
H  1.56  1.77  0.49
H  2.49  -1.84  -2.78
H  2.04  -3.51  -2.34
H  3.39  -2.74  -1.62
H  0.91  -1.40  2.42

Löwdin atomic charge list, values in e, 5 entries: number 1, C, carries 0.03; number 2, C, carries -0.04; number 3, C, carries -0.04; number 4, C, carries -0.01; number 5, C, carries -0.73

---

Entry 5:
Density functional theory data (wB97M-V/def2-TZVPD) for an isolated molecule of C10H8Cl2O2S in a non-equilibrium geometry.

Spin multiplicity: 3
Molar mass, g/mol: 263.14
E_LUMO (alpha / beta), Eh: 0.0008 / -0.0537
Gap between HOMO and LUMO (alpha / beta), eV: 7.424 / 7.747

Atoms and positions in Å:
C  -0.48  0.81  0.17
C  2.99  -0.67  -0.65
C  0.97  0.96  -0.12
C  1.54  -0.31  -0.43
C  -0.98  -0.45  0.02
C  1.77  2.08  0.14
C  -2.27  -1.05  0.16
C  4.06  0.44  -0.67
C  3.88  -0.34  0.60
C  -4.09  -1.17  1.64
O  -2.74  -1.94  -0.47
O  -3.02  -0.47  1.08
S  0.31  -1.47  -0.58
Cl  1.18  3.65  0.18
Cl  5.14  -1.44  1.14
H  -1.21  1.66  0.32
H  3.18  -1.69  -0.96
H  4.77  0.24  -1.46
H  3.63  1.39  -0.47
H  3.33  0.10  1.46
H  -4.54  -1.63  0.78
H  -4.95  -0.53  1.94
H  -3.93  -1.87  2.45

Löwdin atomic charge list, values in e, 5 entries: number 1, C, carries -0.05; number 2, C, carries -0.24; number 3, C, carries -0.36; number 4, C, carries -0.45; number 5, C, carries -0.40

---

Entry 6:
Density functional theory data (wB97M-V/def2-TZVPD) for a cluster of 2 separate species, C10H8IP in total in a non-equilibrium geometry.

Spin multiplicity: 1
Molar mass, g/mol: 286.05
E_LUMO (alpha / beta), Eh: -0.1212 / -0.1215
Relative energy (zero: lowest compared OMol25 entry of this formula, charge and spin), kJ/mol: 0.00
Gap between HOMO and LUMO (alpha / beta), eV: 5.086 / 5.058

Atoms and positions in Å:
C  -1.46  2.62  -0.40
C  -1.58  1.82  0.72
C  -0.62  2.22  -1.44
C  -0.87  0.64  0.82
C  0.09  1.04  -1.35
C  -0.02  0.23  -0.21
C  1.67  -3.00  0.65
C  0.77  -1.91  0.88
C  2.35  -2.92  -0.53
C  0.76  -0.99  -0.13
P  1.91  -1.50  -1.47
I  4.29  0.73  0.17
H  -2.01  3.54  -0.48
H  -2.23  2.12  1.53
H  -0.52  2.84  -2.32
H  -0.97  0.03  1.70
H  0.75  0.75  -2.15
H  1.78  -3.80  1.36
H  0.18  -1.85  1.78
H  3.07  -3.65  -0.86

Löwdin atomic charge list, values in e, 5 entries: number 1, C, carries -0.08; number 2, C, carries -0.07; number 3, C, carries -0.07; number 4, C, carries -0.02; number 5, C, carries -0.07